Formula: C29H32MoN2P2S3
Source: OMol25
Level of theory: ωB97M-V with the def2-TZVPD basis set

Cartesian coordinates (Å):
Mo (0.4762, 0.1221, 0.8458)
N (2.5547, 0.8041, 0.1891)
C (3.2359, 0.3588, -1.0662)
C (3.4732, -1.1332, -1.0811)
C (2.1952, -1.9409, -1.1218)
N (1.4118, -1.7993, 0.1363)
H (2.4830, 1.8168, 0.1369)
H (3.1934, 0.6295, 0.9674)
H (4.1799, 0.8956, -1.1613)
H (2.5961, 0.6545, -1.8989)
H (4.0809, -1.4287, -0.2180)
H (4.0685, -1.3780, -1.9612)
H (2.4218, -2.9967, -1.2705)
H (1.5531, -1.6196, -1.9432)
H (1.9669, -2.1611, 0.9122)
H (0.6233, -2.4423, 0.0818)
S (-2.3718, -3.2533, 0.5511)
C (-1.5690, -1.9070, 0.8165)
S (-1.3476, -0.5037, -0.2960)
S (-0.6379, -1.3705, 2.2358)
C (1.0283, 3.7655, 0.1595)
P (-0.1927, 2.4469, 0.3983)
C (-1.7103, 2.9107, -0.4127)
C (-2.6533, 3.7541, 0.1744)
C (-3.7704, 4.1346, -0.5501)
C (-3.9362, 3.6969, -1.8576)
C (-2.9878, 2.8749, -2.4512)
C (-1.8747, 2.4765, -1.7296)
C (-0.3859, 2.0910, 2.1472)
C (-1.6275, 1.8229, 2.7397)
C (-1.6887, 1.3470, 4.0363)
C (-0.5203, 1.0692, 4.7395)
C (0.7212, 1.3033, 4.1633)
C (0.7984, 1.8232, 2.8748)
P (0.3551, 5.4930, 0.5208)
C (1.9137, 6.4237, 0.2815)
C (2.2157, 7.4670, 1.1586)
C (3.3214, 8.2728, 0.9374)
C (4.1382, 8.0517, -0.1624)
C (3.8362, 7.0290, -1.0492)
C (2.7261, 6.2258, -0.8331)
C (0.2748, 5.3287, 2.3429)
C (-0.9730, 5.4441, 2.9483)
C (-1.1120, 5.2766, 4.3223)
C (0.0018, 5.0029, 5.0992)
C (1.2585, 4.9073, 4.5070)
C (1.3922, 5.0672, 3.1391)
H (1.3138, 3.7244, -0.8962)
H (1.9153, 3.5946, 0.7761)
H (-2.5109, 4.1266, 1.1819)
H (-4.5073, 4.7845, -0.0982)
H (-4.8076, 4.0043, -2.4200)
H (-3.1178, 2.5416, -3.4717)
H (-1.1394, 1.8269, -2.1924)
H (-2.5379, 1.9757, 2.1754)
H (-2.6511, 1.1639, 4.4951)
H (-0.5786, 0.6747, 5.7453)
H (1.6270, 1.1188, 4.7255)
H (1.7639, 2.1244, 2.4804)
H (1.5872, 7.6553, 2.0200)
H (3.5429, 9.0782, 1.6249)
H (4.9998, 8.6826, -0.3342)
H (4.4565, 6.8650, -1.9203)
H (2.4909, 5.4619, -1.5673)
H (-1.8399, 5.6852, 2.3425)
H (-2.0847, 5.3813, 4.7848)
H (-0.1004, 4.8891, 6.1706)
H (2.1333, 4.7324, 5.1211)
H (2.3812, 5.0384, 2.6913)

Forces on atoms 1 to 6 (eV/Å):
Mo 0.1 0.1 0.0
N 0.0 0.0 0.1
C 0.0 0.0 0.0
C 0.0 0.0 0.0
C 0.0 0.0 0.0
N 0.0 0.1 0.0

Values from the calculation:
- Frontier orbital gap (alpha / beta): 5.460 / 5.418 eV
- HOMO energy (alpha / beta): -13.1684 / -13.1691 eV
- Energy: -86498.019 eV
- Charge: +2